The following is a quantum chemistry calculation of a structure of composition C38H49GeN8ReS5SbSe in a non-equilibrium geometry, from the Open Molecules 2025 dataset.

```
104
Properties=species:S:1:pos:R:3:forces:R:3
Re -0.73745 0.28652 0.22201 0.82 -1.59 -0.85
S 3.28617 -3.65616 0.83103 -0.23 -0.66 -0.05
Sb 2.53015 -4.12496 -1.45972 0.48 0.96 1.08
S 0.26189 -3.09863 -0.94879 -0.35 -0.11 -0.13
S 0.72311 -1.12271 -0.82145 -0.62 1.39 0.71
S 3.70595 -2.17342 -0.54730 -0.14 -0.43 -0.95
C 3.41497 2.78533 -0.11239 -0.37 -0.45 0.63
Ge 2.96830 1.81165 1.57428 1.17 0.11 0.25
C 2.09883 2.96357 2.95913 0.46 -0.88 -0.91
C 2.64935 4.23987 3.07166 0.15 -0.14 -0.20
C 2.15570 5.12012 4.01937 0.03 0.10 0.05
C 1.12470 4.73194 4.86008 0.06 0.04 -0.05
C 0.58801 3.45882 4.75533 -0.13 -0.17 -0.06
C 1.06327 2.57531 3.80044 -0.03 -0.17 0.02
C 4.05543 0.18086 1.81198 -1.07 1.29 -0.20
C 5.20378 0.11229 1.04619 -0.06 0.20 -0.09
C 6.16777 -0.86580 1.31367 0.23 -0.13 0.11
C 5.99360 -1.74116 2.35799 0.03 0.21 -0.17
C 4.82346 -1.70957 3.14535 -0.40 0.28 0.09
C 4.61580 -2.60384 4.21823 -0.26 -0.01 0.07
C 3.43604 -2.59712 4.91970 0.38 -0.14 -0.12
C 2.41363 -1.70079 4.57429 -0.13 0.19 -0.14
C 2.59791 -0.80294 3.55642 -0.04 0.12 -0.04
C 3.80716 -0.75844 2.84160 0.08 -0.33 0.24
H 4.40393 3.23183 -0.01264 0.09 0.01 0.08
H 2.70105 3.57594 -0.33272 -0.07 0.02 0.09
H 3.44043 2.09079 -0.95014 0.03 -0.09 0.01
H 3.48727 4.53496 2.45058 0.06 0.11 -0.05
H 2.58389 6.10590 4.10276 0.10 0.13 0.08
H 0.74445 5.41841 5.59853 -0.03 0.09 0.14
H -0.20490 3.14591 5.41645 -0.10 0.01 0.09
H 0.60833 1.59754 3.70193 0.04 -0.01 0.12
H 5.38858 0.81551 0.24449 -0.01 0.02 -0.06
H 7.05634 -0.91274 0.70189 0.07 0.01 0.01
H 6.75135 -2.47635 2.58719 0.09 -0.07 -0.02
H 5.40526 -3.29159 4.47469 0.09 -0.14 0.07
H 3.29217 -3.27875 5.74232 0.00 -0.09 0.10
H 1.48478 -1.71371 5.12578 -0.08 0.03 0.09
H 1.81273 -0.10662 3.26827 -0.01 -0.14 0.13
N -1.53143 6.58540 1.40737 0.06 0.00 0.02
C -0.56447 5.69000 1.30723 0.58 0.72 -0.23
N 0.69767 6.08471 1.12114 -0.40 0.05 -0.01
N -0.90016 4.40976 1.37145 -0.32 -0.90 0.19
C -0.55582 3.24410 1.17172 -0.33 0.71 0.10
N -0.41552 2.07720 1.01812 0.38 -0.45 -0.20
H -1.33989 7.57565 1.37142 -0.02 0.00 0.03
H -2.48925 6.30067 1.54612 0.05 -0.08 0.00
H 0.92702 7.06741 1.15482 0.08 -0.03 -0.04
H 1.45715 5.42630 1.17799 -0.08 -0.03 0.11
C -3.72831 -2.34198 1.77290 -0.56 0.36 0.01
N -2.45008 -2.97134 1.92934 0.43 0.08 -0.01
C -2.34781 -4.42893 1.91599 -0.04 -0.51 -0.06
C -0.87214 -4.68553 2.27645 -0.03 -0.52 -0.01
N -0.32327 -3.33733 2.29382 -0.28 0.39 0.22
C -1.27675 -2.42194 2.15313 0.35 -0.55 -0.01
S -0.96878 -0.72513 2.38684 -0.03 0.80 -0.45
H -4.40361 -2.68354 2.56148 0.05 0.07 -0.04
H -4.16502 -2.61937 0.81158 0.04 0.02 -0.01
H -3.62537 -1.25843 1.83501 -0.02 -0.12 0.04
H -2.61108 -4.80770 0.92395 0.01 0.05 0.11
H -3.04668 -4.84992 2.64177 0.07 0.01 -0.06
H -0.36303 -5.29495 1.52742 -0.06 0.05 0.08
H -0.75065 -5.16382 3.25254 -0.04 0.08 -0.13
H 0.62025 -3.13959 2.58635 0.11 0.28 -0.10
C -1.06079 -1.87017 -4.45302 -0.07 -0.16 -0.08
C -2.16339 -2.91261 -4.28373 0.05 0.15 0.25
C -3.16036 -2.59845 -3.16807 0.02 0.06 -0.28
C -4.12408 -1.43412 -3.43766 -0.23 -1.05 0.43
N -3.46833 -0.15551 -3.61162 0.46 0.70 0.46
C -2.80347 0.51677 -2.66051 0.27 0.19 -0.38
Se -2.80149 0.01772 -0.82354 -0.40 -0.19 0.41
N -2.29020 1.65429 -3.17068 -0.34 -0.61 0.16
C -1.54427 2.65456 -2.44539 0.57 0.32 0.58
C -0.06495 2.28100 -2.26690 -0.27 0.18 -0.24
C 0.72253 2.16221 -3.57408 0.09 0.00 0.15
C 1.14443 3.52454 -4.11493 -0.10 -0.19 0.03
C -2.64394 1.72832 -4.50173 -0.52 -0.56 -0.59
C -2.40929 2.70225 -5.46796 -0.03 0.01 -0.05
C -2.95320 2.49084 -6.71662 0.10 0.05 0.26
C -3.70527 1.34458 -6.99940 -0.10 -0.17 0.04
C -3.93910 0.36964 -6.05388 -0.06 -0.07 0.04
C -3.40018 0.56928 -4.78355 0.39 1.03 -0.33
H -0.23568 -2.30181 -5.01301 0.14 0.07 -0.05
H -0.68641 -1.53411 -3.48313 0.09 0.01 0.06
H -1.40850 -1.00592 -5.01121 0.06 0.15 -0.07
H -1.70610 -3.87302 -4.03805 -0.04 -0.02 -0.09
H -2.68872 -3.04411 -5.23036 -0.04 -0.11 -0.04
H -2.61125 -2.42193 -2.23348 -0.08 -0.05 -0.08
H -3.78471 -3.48011 -3.01737 -0.10 0.04 0.13
H -4.81819 -1.35311 -2.59210 -0.04 0.08 -0.29
H -4.69864 -1.64204 -4.34131 -0.02 0.16 0.13
H -2.00899 2.78880 -1.45970 -0.04 0.06 -0.27
H -1.62460 3.59730 -2.98946 -0.09 -0.11 0.04
H 0.00748 1.31951 -1.71918 -0.06 -0.12 0.04
H 0.39694 3.03901 -1.63191 0.03 0.03 0.11
H 0.12955 1.62855 -4.31868 0.01 -0.10 0.00
H 1.62068 1.56770 -3.39629 -0.04 -0.11 -0.03
H 0.29704 4.19497 -4.21551 -0.14 0.19 -0.06
H 1.59831 3.41850 -5.09413 0.07 0.03 -0.12
H 1.87143 3.99803 -3.46064 0.09 0.08 0.10
H -1.84960 3.59833 -5.25973 0.11 0.12 0.05
H -2.81495 3.23009 -7.48916 0.04 0.08 -0.07
H -4.13106 1.23884 -7.98481 -0.03 -0.08 -0.08
H -4.54141 -0.49000 -6.29536 -0.06 -0.14 -0.03
```
Forces are in eV/Å.

The calculation puts the HOMO energy (alpha / beta) at -0.6159 / -0.6160 Eh. The multiplicity is 2. Its net charge is +4. The total energy is -236795.018 eV. As for the expectation value of S²: 0.768. The HOMO-LUMO gap (alpha / beta) is 0.20438 / 0.18634 Ha.


The following is a quantum chemistry calculation of a structure of composition C38H49MoN8O2STe, from the Open Molecules 2025 dataset.

```
100
Properties=species:S:1:pos:R:3:forces:R:3
Mo 0.11191 -3.03102 -1.07596 0.19 0.05 -0.09
C 2.56169 -3.21722 0.83227 -0.03 -0.01 -0.01
N 1.07914 -3.28357 0.87620 -0.02 0.06 0.04
C 0.62839 -2.23177 1.82755 0.00 -0.01 -0.02
C 0.65296 -4.63373 1.33928 0.00 0.00 0.01
C -0.84602 -4.80149 1.19419 0.00 0.00 -0.02
N -1.27038 -4.60027 -0.22068 0.03 0.03 0.04
C -2.69093 -4.16443 -0.24737 0.00 -0.03 -0.02
C -1.18402 -5.88943 -0.95157 0.02 0.01 0.01
H 2.95898 -3.30448 1.84613 0.01 -0.01 -0.01
H 2.85635 -2.25856 0.40743 0.00 0.01 0.01
H 2.94926 -4.02431 0.21685 -0.01 -0.01 0.01
H 1.05280 -2.43170 2.81441 0.00 0.01 0.00
H -0.45533 -2.20284 1.89084 0.01 -0.02 0.01
H 0.96895 -1.26514 1.46171 0.00 -0.01 0.01
H 0.95748 -4.77902 2.38010 -0.01 0.00 0.00
H 1.18681 -5.37011 0.73469 -0.01 0.00 0.00
H -1.37441 -4.07586 1.81045 0.01 0.01 0.00
H -1.14764 -5.79441 1.53736 0.00 0.00 0.00
H -3.31512 -4.92090 0.23403 0.00 0.00 0.00
H -3.00563 -4.04434 -1.28184 0.00 0.00 0.00
H -2.79493 -3.21204 0.26397 0.00 0.00 0.00
H -1.91561 -6.58908 -0.54059 0.01 -0.01 -0.01
H -0.18824 -6.31571 -0.85869 0.00 -0.02 0.01
H -1.39222 -5.72259 -2.00565 -0.01 0.00 0.00
C 4.13594 -2.59336 -2.69056 -0.03 -0.01 -0.03
N 3.19314 -2.99469 -3.72999 -0.01 -0.08 -0.02
C 3.26185 -2.56602 -5.04210 -0.02 0.01 -0.01
C 2.25872 -3.16567 -5.71734 0.02 0.01 -0.01
N 1.59593 -3.95031 -4.80053 -0.08 -0.01 0.02
C 2.16392 -3.84446 -3.58822 0.12 0.12 0.07
S 1.66545 -4.69773 -2.16998 -0.10 -0.07 -0.03
H 4.01688 -1.53187 -2.48576 0.00 0.00 0.01
H 5.14687 -2.80434 -3.03116 0.00 0.00 0.01
H 3.92074 -3.16717 -1.79491 0.01 0.01 -0.02
H 4.02064 -1.88073 -5.37549 0.00 0.00 0.00
H 1.97054 -3.11013 -6.75142 0.00 0.00 0.00
H 0.79737 -4.53925 -4.98063 0.02 -0.02 0.00
C 5.18040 5.20607 0.81785 0.00 0.00 0.00
C 3.89115 4.48121 0.56168 0.01 -0.02 0.00
C 2.71187 5.17020 0.31661 -0.04 -0.01 0.00
C 1.51164 4.51047 0.09704 0.01 0.02 -0.02
C 0.28598 5.34313 -0.18452 0.00 0.00 -0.01
C 1.49236 3.10399 0.13623 -0.02 0.01 0.00
Te -0.47521 2.38425 -0.21866 0.15 -0.03 0.03
N -0.24456 0.40999 -0.04907 -0.15 -0.03 -0.10
C -1.30177 -0.31248 -0.24807 0.14 0.06 -0.17
O -1.19462 -1.59183 -0.45984 -0.25 -0.07 0.24
C -2.71862 0.17092 -0.23991 0.02 -0.05 0.14
C -3.33984 0.41477 0.98351 -0.08 0.01 -0.17
C -4.67605 0.78892 1.01090 0.02 0.02 0.03
C -5.38112 0.94073 -0.17426 0.00 -0.01 -0.04
C -4.75729 0.70787 -1.39461 -0.04 0.00 0.02
C -3.43142 0.30611 -1.42932 0.06 0.03 0.02
C -1.37712 2.89948 1.60393 0.06 -0.01 0.00
C -2.57946 3.60981 1.51362 0.02 0.00 0.06
C -3.18920 4.03405 0.20352 -0.01 -0.02 -0.04
C -3.23519 3.91772 2.69942 0.02 0.04 0.01
C -2.72830 3.54352 3.93841 0.00 0.00 -0.02
C -3.45062 3.88911 5.20833 0.00 0.00 0.00
C -1.52718 2.84080 3.98076 0.01 -0.03 -0.02
C -0.82688 2.50497 2.82965 -0.02 0.02 0.01
C 0.48183 1.77170 2.96014 -0.01 0.00 0.00
C 2.66816 2.37416 0.34924 0.03 0.06 0.01
C 2.81292 0.87410 0.38368 0.00 -0.01 0.02
C 3.83966 3.09580 0.56253 0.01 0.00 -0.01
H 5.09564 6.26433 0.57945 0.00 0.00 0.00
H 5.99112 4.78352 0.22470 0.00 0.00 0.00
H 5.46380 5.12007 1.86822 0.00 0.00 0.00
H 2.72279 6.25309 0.28763 0.00 0.00 0.00
H 0.54681 6.39886 -0.20486 0.00 0.00 0.00
H -0.48032 5.21913 0.58449 0.00 0.01 0.01
H -0.15173 5.11236 -1.16119 0.00 -0.01 0.01
H -2.78498 0.31012 1.90601 0.04 0.00 0.06
H -5.16351 0.96758 1.96025 0.00 0.00 0.00
H -6.42087 1.23842 -0.14960 0.00 0.00 0.00
H -5.30840 0.83073 -2.31715 0.00 -0.01 -0.01
H -2.95088 0.10383 -2.37965 0.01 -0.01 -0.01
H -3.55731 3.17492 -0.36550 0.01 0.01 0.03
H -2.48137 4.57527 -0.42822 -0.02 0.00 0.01
H -4.03071 4.70037 0.38070 -0.03 -0.03 -0.01
H -4.16502 4.47243 2.65242 0.00 0.00 0.00
H -4.33327 4.49468 5.01365 0.00 0.00 0.00
H -2.79867 4.44281 5.88456 0.00 0.00 0.00
H -3.76634 2.98452 5.73029 0.00 0.00 0.00
H -1.11772 2.55092 4.94224 0.00 0.00 0.00
H 1.31783 2.47415 2.94759 0.01 0.00 0.00
H 0.64215 1.05272 2.15514 -0.03 0.02 0.02
H 0.51444 1.23318 3.90655 0.01 0.01 0.01
H 1.91990 0.34141 0.08637 -0.06 0.00 -0.04
H 3.09601 0.56266 1.39377 -0.02 -0.02 -0.02
H 3.62375 0.57985 -0.28543 0.01 0.00 0.02
H 4.75372 2.53633 0.73307 0.00 0.00 0.00
O 1.41709 -1.52742 -1.69834 0.01 -0.03 0.02
N 1.24501 -0.65762 -2.63579 -0.02 0.00 -0.05
C 0.23642 -0.84692 -3.44824 0.00 -0.01 0.04
C -0.59402 -2.00388 -3.27988 0.04 -0.01 -0.04
N -1.18232 -2.98547 -3.08420 0.01 0.04 -0.01
C -0.01945 0.07239 -4.51022 0.03 0.00 -0.01
N -0.25330 0.79087 -5.37467 -0.01 0.02 0.00
```
Forces are in eV/Å.

The calculation puts the HOMO energy (alpha / beta) at -0.4897 / -0.4899 Eh. The multiplicity is 4. Its net charge is +2. The total energy is -76187.452 eV. For the relative energy (zero: lowest compared OMol25 entry of this formula, charge and spin), the calculation gives 0.000 eV. As for the expectation value of S²: 3.769. The HOMO-LUMO gap (alpha / beta) is 0.29282 / 0.27682 Ha.